# 1
Computed, not measured: C19H43OP3RhS as an isolated structure in a non-equilibrium geometry, with wB97M-V/def2-TZVPD.

Element x y z (Å)
H 1.82638 -2.40368 -0.24207
C -1.16255 -1.63008 -2.59427
C -2.55897 1.72102 4.64962
C -0.63379 -3.12626 2.50853
H 4.01208 -0.14241 1.58905
Rh 0.87969 0.56238 -0.50929
H -2.66137 -2.68599 1.90165
H -1.20544 2.24270 -3.02745
H 0.33476 3.84305 0.75728
H -2.91626 -2.59696 -5.90959
C -2.75345 -1.13832 -4.34095
H -1.60798 -3.63739 0.70451
H 0.31612 3.07975 -2.60955
H -1.20176 3.26958 1.46468
C 2.83228 2.59009 1.36332
H 0.29198 -3.62765 2.20442
H -1.25677 -4.16900 -4.85691
H 2.62672 -1.19000 2.00568
H 2.97698 -2.84043 -1.54008
O -0.48375 -1.28470 -1.44740
C -0.69121 3.53701 0.53121
H 0.28240 2.18176 2.89238
C -2.33376 1.34596 -0.39701
H -1.66273 2.32322 4.45688
H -0.20532 0.50410 2.56502
H -1.21514 4.38167 0.06532
C -1.68603 -3.13285 1.67472
H -2.44216 1.16813 5.58720
C 0.65331 1.15956 2.76746
H 3.34885 -1.12383 -3.67206
H -3.04456 1.76137 -1.12192
P 2.60791 -0.46066 -1.47040
H 3.29068 2.76212 2.34473
C 2.76823 -2.12483 -0.73532
C 2.40071 -0.76977 -3.24764
H 4.86240 0.06506 -2.11551
H -1.25416 3.86716 -2.27055
H 3.18729 0.04452 3.15744
H -3.43167 2.38289 4.71128
C -2.42727 -2.34142 -4.97563
H -2.34822 0.17127 -2.65543
H -2.74476 -0.82375 5.18199
H 2.10307 0.16439 -3.73941
H -0.61177 -2.61564 3.47497
H -2.39033 -1.71768 3.66004
H -2.24467 0.26095 -0.54422
C 3.03997 -0.17922 2.09311
C -1.49058 -3.20756 -4.39481
H 3.58476 -2.14335 -0.00494
C 4.18872 0.42810 -1.32716
P -0.70804 2.14097 -0.63835
H 2.19895 3.44483 1.11009
H 1.62026 -1.52405 -3.40472
H 1.11715 0.83330 3.70640
C -0.85121 -2.85989 -3.20445
H -4.06426 -1.22928 4.04563
H -2.69040 1.51963 0.62616
P 1.86785 1.04731 1.41777
H 4.01234 1.50171 -1.47646
H 4.65448 0.26812 -0.34803
H -0.10855 -3.50031 -2.72210
H 3.62583 2.50872 0.61141
C -2.12113 -0.76915 -3.15845
H -0.23562 -0.18997 -1.46366
H -3.50890 -0.47290 -4.75177
S -2.82503 0.61259 3.25810
C -3.00946 -0.94279 4.12780
C -0.72312 2.90678 -2.29833

Cartesian forces (eV/Å) of the 2 atoms listed first:
H 0.25 -0.06 -0.16
C -0.57 -0.19 -1.47

Output
Charge ... +3
Spin multiplicity ... 5
HOMO (alpha / beta) ... -15.635 / -15.737 eV
Orbital gap (alpha / beta) ... 7.48 / 2.96 eV
Calculated total energy ... -64127.33316 eV

Löwdin atomic charge list, values in e, 6 entries:
1. H 0.04
2. C -0.34
3. C -0.27
4. C -0.07
5. H 0.05
6. Rh 0.50

# 2
Computed, not measured: C11H37HgN6O11 as an isolated structure in a non-equilibrium geometry, with wB97M-V/def2-TZVPD.

Element x y z (Å)
H -3.55533 3.42695 2.42896
H 3.49015 -3.93548 0.00227
H -4.42301 1.63928 -0.43966
H 2.03660 -1.26458 -3.73757
O 0.21026 0.69457 -5.68678
N 2.57642 -4.28444 -0.21725
H -3.32066 1.92828 0.83334
H 0.62861 -1.35985 -5.51671
C 1.11459 -0.37699 -5.55386
H 1.88574 -0.48109 -6.31571
C 4.27359 2.29833 -1.10022
N 2.60792 -5.44528 1.77612
O 2.85393 0.60978 -4.13290
H -0.89541 0.89029 3.69570
N -4.41373 3.73353 2.01576
O -3.50284 -2.57811 -0.91799
H -4.44831 -3.71889 1.14736
H -3.08428 -4.68907 1.40755
C -0.96099 -0.02497 -0.56577
O -2.15360 1.30092 2.20931
O 0.64136 -5.06183 0.73804
H 0.63567 -1.45887 -0.10333
O 5.11587 2.32274 0.05710
H -1.15557 3.91878 3.31744
H -0.05854 3.63306 1.62168
H 0.97016 0.01037 -3.45732
C 0.34028 -0.42007 0.08198
H -0.04318 2.93420 4.23580
C 1.85379 -4.91530 0.76292
H 3.54164 -5.13667 1.96596
C 3.06297 3.19441 -0.99550
H -2.31317 1.86323 4.22291
Hg 2.03874 1.41541 1.89637
H 3.36893 4.10369 -0.47201
C -4.88396 3.25740 0.79840
N -4.13423 2.23284 0.31590
H 2.59889 1.37280 -4.66320
O 0.23830 2.93593 2.21437
H 0.59873 -1.74694 4.03558
H 2.04822 -5.95064 2.44022
C 1.76209 -0.29490 -4.16060
H -1.74323 -0.67134 -0.14690
H 2.02252 -3.91218 -0.96687
C -0.68324 2.93616 3.35064
H 1.11625 0.09260 -0.51764
H 1.17982 2.52700 -0.70529
H 3.94924 1.34419 -1.52711
H -1.08364 -0.22301 -1.63470
H -0.69040 0.38305 -5.57516
H -0.24200 -1.17373 2.89397
H 4.75498 1.67024 0.66812
H -1.00876 -4.20691 0.17265
N -1.63171 -3.73741 -0.47656
H -1.29816 1.01392 -0.51911
O -0.30618 -1.53685 3.78799
N -3.53488 -3.99376 0.83904
H -4.92917 4.48802 2.42843
H -1.16936 -3.11592 -1.11518
H -1.48671 0.74069 1.79115
H 2.62976 3.52101 -1.93875
O -5.93742 3.66957 0.36383
C -1.57325 1.71062 3.44046
C -2.91232 -3.37190 -0.18378
H 4.97490 2.73810 -1.81324
O 2.01399 2.54918 -0.22544
O 0.44235 -0.01414 1.42475

Cartesian forces (eV/Å) of the 2 atoms listed first:
H -0.02 -0.05 0.00
H 0.08 0.04 -0.38

Output
Charge ... +1
HOMO ... -11.473 eV
Orbital gap ... 3.99 eV
Calculated total energy ... -47636.27617 eV

Löwdin atomic charge list, values in e, 6 entries:
1. H 0.05
2. H 0.09
3. H 0.11
4. H 0.11
5. O -0.05
6. N 0.16

# 3
Computed, not measured: a 13-piece molecular cluster, C5H36N2O13 overall in a non-equilibrium geometry, with wB97M-V/def2-TZVPD.

Element x y z (Å)
H -2.59456 -0.80339 -1.44158
C 1.57572 0.31951 2.04168
H -0.56240 1.62016 1.50368
H 3.10670 1.93639 3.56131
H 0.23300 -2.29385 4.69225
H -1.13931 0.43151 2.42987
H 4.59260 -0.04132 1.01639
O 1.16320 -1.36036 -4.34743
H 1.39023 -4.93788 -1.22133
O -3.26026 0.24669 1.50207
N 2.93280 0.35804 2.20161
H 4.32664 2.26690 0.79950
C 3.68062 -0.54475 1.30304
H -3.05329 0.48776 2.41571
H -0.32807 -2.50970 3.31370
H -4.34207 2.53879 -0.05215
O -0.09640 1.16254 -3.49897
H 3.57555 -1.54171 1.70241
C 0.68947 1.08958 2.98017
H -4.10984 0.68587 1.38360
H -1.08790 1.22624 -0.39323
O -0.03928 -1.80529 3.90715
H 4.31110 3.46599 2.03788
O -1.32974 1.81784 -1.10847
H 2.78162 3.03075 1.58176
H -0.88302 1.53533 -1.92686
O -3.62556 -2.91595 -3.02273
H 0.81257 0.86206 -3.35878
H -2.31857 -2.50090 2.36057
H -3.36082 0.40501 -1.81854
O 1.85201 -4.51303 -0.48903
O -1.91647 3.62858 -3.36180
H -2.72833 -3.25888 -3.07026
H -2.01514 -2.10002 0.91808
O 2.10592 -0.43254 -1.85868
H 1.11779 2.03592 3.29843
H -3.55408 -2.10750 -2.48904
C 3.66470 1.50345 2.73216
H -1.37964 2.84059 -3.18639
O -1.84592 -2.78717 1.57223
H 3.01163 -0.65856 0.46433
C 3.76413 2.59275 1.66580
H -0.54594 0.40860 -3.90124
H 0.60501 0.49211 3.87493
H 3.04277 -0.36193 -2.04756
H 1.47076 -1.37105 -3.41894
H 4.60832 1.12315 3.11697
O -2.75804 -0.24764 -2.21384
H 1.18977 -4.40085 0.20064
H 1.83559 -0.44900 -0.93097
H -3.25280 2.27383 -1.04922
H -1.60385 4.12487 -2.58963
O 1.07386 -0.33920 1.12699
O -4.12362 1.93148 -0.76834
N -0.64923 1.31216 2.46668
H 1.87796 -0.87859 -4.77889

Cartesian forces (eV/Å) of the 2 atoms listed first:
H 0.34 0.10 -0.03
C 0.60 0.13 -0.81

Output
HOMO ... -9.677 eV
Orbital gap ... 9.70 eV
Calculated total energy ... -35367.04751 eV

Löwdin atomic charge list, values in e, 6 entries:
1. H 0.04
2. C -0.44
3. H 0.06
4. H 0.10
5. H 0.05
6. H 0.03

# 4
Computed, not measured: one molecule with the formula C2H2N2S in a non-equilibrium geometry, with wB97M-V/def2-TZVPD.

Element x y z (Å)
C -0.08734 0.38498 0.05239
C 1.21508 -0.15654 0.01504
H 0.70456 2.12792 0.37961
N 2.14333 -0.85620 -0.03150
S -1.32774 -0.71678 0.00199
N -0.04227 1.68303 -0.06266
H -0.93469 2.18211 -0.15691

Cartesian forces (eV/Å) of the 2 atoms listed first:
C -1.15 -2.40 -0.65
C 2.61 -2.93 0.38

Output
HOMO ... -9.265 eV
Orbital gap ... 8.56 eV
Calculated total energy ... -15920.78210 eV

Löwdin atomic charge list, values in e, 6 entries:
1. C -0.94
2. C -0.28
3. H 0.10
4. N 0.18
5. S 0.69
6. N 0.11

Q: Among the records above, which one has the highest calculated total energy?
A: C2H2N2S

Q: Which value of calculated total energy does entry 1 give?
A: -64127.33316 eV

Q: Among the records above, which one has the lowest calculated total energy?
A: C19H43OP3RhS

Q: Which formula does entry 2 have?
A: C11H37HgN6O11